[1]
DFT (wB97M-V/def2-TZVPD) results for a 14-piece molecular cluster, C26H83N19O14 overall.

Summary:
⟨S²⟩ = 0.75
Kohn-Sham gap (spin up / spin down) = 1.707 / 8.754 eV
relative energy (zero: lowest compared OMol25 entry of this formula, charge and spin) = 0.000 eV

Structure (ORCA input):
```
! RIJCOSX wB97M-V def2-TZVPD def2/J DEFGRID3
* xyz -1 2
C 4.863 6.479 -0.717
C 3.410 6.830 -0.940
C 2.497 5.769 -0.270
O 2.499 5.651 1.153
C 1.938 4.352 1.596
N 3.106 8.214 -0.465
H 5.536 7.318 -0.895
H 5.194 5.627 -1.310
H 5.007 6.167 0.318
H 3.164 6.886 -2.001
H 2.687 4.847 -0.819
H 1.490 6.071 -0.559
H 2.307 3.522 0.993
H 0.864 4.413 1.418
H 2.258 4.260 2.634
H 3.250 8.849 -1.237
H 2.098 8.245 -0.410
C 0.183 1.305 -1.371
C -0.274 -0.092 -0.916
C 0.451 -0.491 0.402
O -0.066 -1.699 0.902
C 0.701 -2.151 2.002
N -1.696 -0.301 -0.795
H 0.357 2.081 -0.626
H -0.465 1.725 -2.140
H 1.177 1.118 -1.780
H 0.216 -0.821 -1.562
H 0.418 0.294 1.157
H 1.486 -0.498 0.060
H 0.746 -1.389 2.780
H 1.689 -2.392 1.610
H 0.381 -3.049 2.530
H -1.717 -1.128 -0.215
H -1.916 0.447 -0.153
C -3.494 -0.297 2.335
C -4.587 0.777 1.968
C -4.191 1.909 0.977
O -3.116 2.637 1.627
C -2.534 3.645 0.812
N -5.641 -0.030 1.286
H -2.509 0.157 2.447
H -3.299 -0.959 1.492
H -3.819 -0.909 3.177
H -4.995 1.224 2.875
H -5.026 2.576 0.768
H -3.736 1.422 0.114
H -3.379 4.132 0.325
H -1.833 3.191 0.113
H -2.103 4.387 1.485
H -6.545 0.399 1.148
H -5.770 -0.928 1.731
C -2.395 -3.494 3.454
C -1.758 -4.797 3.932
O -1.280 -4.643 5.192
H -2.513 -3.662 2.384
H -1.826 -2.565 3.439
H -3.329 -3.388 4.005
H -1.013 -5.176 3.232
H -2.487 -5.595 3.795
H -0.333 -4.780 5.128
C 3.620 3.001 -2.585
C 4.458 1.726 -2.438
O 4.395 1.242 -1.078
H 2.585 2.678 -2.470
H 3.825 3.473 -3.546
H 3.822 3.681 -1.757
H 5.510 1.898 -2.664
H 4.091 0.947 -3.106
H 4.715 0.343 -0.976
C -0.533 -0.630 -4.929
C -1.890 -0.948 -4.303
O -2.210 0.159 -3.514
H -0.050 -1.512 -5.351
H 0.124 -0.133 -4.216
H -0.688 0.149 -5.675
H -1.777 -1.816 -3.653
H -2.530 -1.162 -5.159
H -2.026 0.021 -2.582
C -0.156 1.867 3.724
O 0.330 2.086 2.637
N -1.407 2.011 4.010
N 0.487 1.496 4.817
H -1.992 2.442 3.308
H -1.868 1.673 4.842
H 1.456 1.214 4.854
H -0.137 1.308 5.589
C -3.606 3.478 -4.073
O -3.810 4.598 -4.529
N -2.394 3.042 -3.906
N -4.539 2.697 -3.612
H -1.729 3.654 -4.359
H -2.313 2.042 -3.787
H -4.187 1.840 -3.210
H -5.538 2.833 -3.680
C -2.453 -4.680 -2.030
O -1.654 -5.324 -2.651
N -3.708 -4.596 -2.280
N -2.202 -4.006 -0.916
H -4.225 -5.113 -2.977
H -4.156 -4.043 -1.564
H -2.939 -3.568 -0.383
H -1.274 -3.868 -0.541
C 1.226 -3.597 -1.733
O 0.802 -4.019 -0.634
N 0.627 -3.734 -2.845
N 2.355 -2.904 -1.880
H -0.224 -4.268 -2.951
H 1.019 -3.296 -3.667
H 2.863 -2.610 -1.057
H 2.739 -2.654 -2.780
C 3.896 1.360 3.737
O 3.328 0.862 4.674
N 3.441 1.511 2.522
N 5.053 1.908 3.859
H 4.012 2.080 1.914
H 2.455 1.437 2.317
H 5.446 2.373 3.053
H 5.569 1.748 4.713
C 4.938 -2.851 0.296
O 4.976 -2.185 -0.735
N 5.334 -4.069 0.488
N 4.557 -2.326 1.416
H 5.775 -4.578 -0.264
H 5.435 -4.317 1.462
H 4.575 -2.847 2.281
H 4.264 -1.360 1.439
C 1.934 -6.237 1.911
O 2.145 -6.858 2.872
N 2.663 -5.296 1.501
N 0.864 -6.425 1.249
H 3.428 -5.035 2.107
H 2.457 -4.697 0.714
H 0.310 -7.116 1.734
H 0.514 -5.732 0.603
C -5.432 -1.816 -1.971
O -6.330 -2.483 -1.488
N -5.139 -1.729 -3.227
N -4.720 -0.974 -1.231
H -5.768 -2.309 -3.763
H -4.242 -1.549 -3.656
H -4.962 -0.842 -0.260
H -3.940 -0.461 -1.618
*
```

Löwdin atomic charge list, values in e, 8 entries: number 1, C, carries -0.071; number 2, C, carries -0.416; number 3, C, carries -0.217; number 4, O, carries -0.184; number 5, C, carries -0.064; number 6, N, carries 0.028; number 7, H, carries 0.072; number 8, H, carries 0.065

---

[2]
DFT (wB97M-V/def2-TZVPD) results for C26H99BrO26Zn as an isolated structure.

Summary:
Kohn-Sham gap = 9.749 eV

Structure (ORCA input):
```
! RIJCOSX wB97M-V def2-TZVPD def2/J DEFGRID3
* xyz 0 1
Zn -3.339 -0.117 3.363
Br -3.752 1.443 5.000
C -1.066 -0.601 -0.171
C -2.006 -0.536 1.046
O -1.973 0.389 1.899
O -2.750 -1.525 1.200
H -1.126 0.238 -0.821
H -1.257 -1.506 -0.693
H -0.083 -0.606 0.258
C 0.947 5.764 -3.518
O 0.110 4.612 -3.246
H 1.985 5.529 -3.601
H 0.589 6.350 -4.401
H 0.936 6.389 -2.584
H 0.609 3.935 -2.741
C 3.780 2.925 -4.251
O 4.984 2.269 -4.680
H 3.109 3.226 -5.039
H 3.304 2.250 -3.587
H 3.943 3.877 -3.585
H 5.466 2.785 -5.362
C 4.442 3.932 2.433
O 4.479 2.799 1.611
H 4.858 3.730 3.475
H 4.991 4.723 1.947
H 3.400 4.314 2.557
H 3.860 2.117 1.947
C 1.434 -2.423 -2.580
O 2.201 -2.049 -1.376
H 2.055 -2.726 -3.424
H 0.830 -3.297 -2.257
H 0.849 -1.557 -2.844
H 2.988 -2.642 -1.260
C -0.592 1.438 -3.716
O -0.969 0.165 -4.309
H -0.139 1.237 -2.706
H 0.094 1.949 -4.398
H -1.435 2.121 -3.589
H -1.358 0.341 -5.163
C -6.540 3.222 0.646
O -5.400 2.461 0.444
H -6.332 4.304 0.620
H -7.398 2.946 0.009
H -6.884 3.040 1.680
H -4.682 2.983 0.042
C -0.870 3.992 2.712
O -1.464 3.325 1.555
H 0.169 3.645 2.904
H -0.905 5.024 2.422
H -1.489 3.831 3.584
H -1.500 2.374 1.685
C -4.516 -5.123 1.992
O -3.991 -3.846 2.320
H -3.830 -5.946 2.086
H -5.368 -5.268 2.658
H -4.911 -5.110 0.998
H -3.243 -3.529 1.795
C -1.644 -5.010 -1.314
O -0.451 -5.737 -1.019
H -2.004 -5.323 -2.306
H -2.350 -5.179 -0.478
H -1.445 -3.958 -1.134
H -0.455 -6.513 -1.634
C -5.364 -1.722 4.821
O -4.238 -1.835 4.013
H -5.169 -1.127 5.736
H -6.233 -1.216 4.302
H -5.733 -2.728 5.081
H -4.303 -2.545 3.337
C 0.501 -4.782 -5.131
O -0.858 -5.050 -4.748
H 0.648 -3.747 -5.346
H 1.176 -5.162 -4.341
H 0.776 -5.277 -6.076
H -1.132 -4.283 -4.232
C 4.291 -1.003 -5.458
O 5.413 -0.426 -4.833
H 4.545 -1.926 -6.052
H 3.504 -1.283 -4.700
H 3.915 -0.348 -6.179
H 5.248 0.496 -4.773
C -1.167 4.365 6.846
O -1.025 2.977 6.495
H -0.831 4.934 5.976
H -2.223 4.521 6.977
H -0.600 4.567 7.773
H -1.871 2.550 6.302
C -5.740 -0.602 0.957
O -5.062 0.258 1.902
H -5.978 -1.508 1.415
H -6.738 -0.195 0.724
H -5.121 -0.767 0.096
H -5.192 1.189 1.564
C 4.738 1.208 -1.252
O 3.385 0.905 -1.672
H 4.983 2.238 -1.508
H 4.883 1.132 -0.150
H 5.344 0.484 -1.794
H 3.066 0.071 -1.298
C 1.712 3.708 -0.356
O 1.297 2.878 -1.455
H 1.994 4.738 -0.778
H 0.881 3.817 0.341
H 2.595 3.244 0.109
H 1.902 2.153 -1.569
C 1.703 0.179 2.060
O 2.969 0.619 2.454
H 1.181 -0.228 2.889
H 1.104 0.956 1.648
H 1.754 -0.544 1.248
H 3.733 0.043 2.248
C 5.029 -4.228 0.178
O 3.833 -4.181 -0.683
H 4.956 -3.457 0.922
H 5.125 -5.191 0.677
H 5.765 -3.999 -0.555
H 3.015 -4.444 -0.211
C 0.896 -3.509 1.479
O 1.568 -4.542 0.744
H 0.076 -3.833 2.113
H 1.665 -3.044 2.107
H 0.518 -2.700 0.834
H 0.904 -5.071 0.345
C 5.115 -3.375 -3.378
O 5.263 -2.141 -2.678
H 5.081 -4.316 -2.725
H 4.195 -3.404 -3.991
H 5.998 -3.505 -3.994
H 5.541 -1.452 -3.375
C -2.890 4.232 -1.706
O -3.323 3.845 -0.414
H -1.970 3.711 -1.928
H -3.625 3.927 -2.390
H -2.810 5.339 -1.833
H -2.555 3.832 0.247
C -3.696 -1.285 -3.390
O -2.362 -1.767 -3.153
H -4.363 -1.916 -2.829
H -3.744 -0.213 -3.005
H -3.967 -1.261 -4.468
H -1.746 -1.254 -3.697
C -1.012 -1.215 5.575
O -1.285 -0.724 4.272
H -1.204 -0.476 6.367
H -1.654 -2.108 5.710
H 0.033 -1.538 5.597
H -0.701 0.100 4.208
C 1.403 1.000 5.465
O 0.523 1.571 4.521
H 2.056 1.772 5.868
H 0.857 0.624 6.348
H 1.918 0.211 4.945
H 0.014 2.194 5.169
*
```

Löwdin atomic charge list, values in e, 8 entries: number 1, Zn, carries 0.410; number 2, Br, carries 0.229; number 3, C, carries 0.039; number 4, C, carries -0.638; number 5, O, carries -0.087; number 6, O, carries -0.025; number 7, H, carries 0.066; number 8, H, carries 0.049

---

[3]
DFT (wB97M-V/def2-TZVPD) results for C27H103N48O25V as an isolated structure.

Summary:
⟨S²⟩ = 3.75
Kohn-Sham gap (spin up / spin down) = 6.607 / 7.993 eV

Structure (ORCA input):
```
! RIJCOSX wB97M-V def2-TZVPD def2/J DEFGRID3
* xyz 1 4
V -1.380 3.182 -0.978
C 1.607 0.119 -0.834
C 0.446 0.903 -0.367
C 0.239 0.490 1.099
O 0.600 2.249 -0.637
H 1.408 -0.910 -1.136
H 2.421 0.055 -0.112
H 2.204 0.459 -1.680
H -0.370 0.477 -0.951
H -0.042 -0.553 1.246
H -0.609 0.974 1.583
H 1.124 0.865 1.612
C -2.145 3.852 1.988
O -2.307 3.131 1.025
N -2.847 4.848 2.283
N -1.144 3.696 2.833
H -3.642 5.059 1.697
H -2.491 5.411 3.042
H -1.021 4.323 3.615
H -0.678 2.811 2.976
C 2.399 -3.654 1.030
O 3.209 -3.109 0.316
N 2.693 -4.011 2.251
N 1.135 -3.882 0.897
H 2.087 -4.511 2.887
H 3.646 -3.841 2.540
H 0.671 -3.324 0.194
H 0.566 -4.217 1.661
C -1.844 -1.396 -4.220
O -2.908 -1.318 -3.629
N -0.745 -1.121 -3.588
N -1.715 -1.847 -5.419
H 0.093 -1.417 -4.069
H -0.898 -0.882 -2.619
H -0.779 -2.081 -5.718
H -2.519 -2.263 -5.866
C 0.546 1.308 5.434
O -0.020 2.118 4.726
N 0.002 0.157 5.771
N 1.564 1.521 6.195
H -0.815 -0.233 5.323
H 0.588 -0.453 6.322
H 1.910 2.470 6.195
H 2.039 0.778 6.686
C 1.713 -0.785 -5.992
O 1.526 -2.013 -5.828
N 2.543 -0.083 -5.187
N 1.086 -0.027 -6.833
H 3.312 -0.589 -4.771
H 2.687 0.859 -5.523
H 1.430 0.920 -6.906
H 0.335 -0.444 -7.364
C 7.470 -3.789 -0.323
O 7.402 -4.704 -1.121
N 6.445 -3.268 0.283
N 8.563 -3.320 0.134
H 5.564 -3.741 0.428
H 6.696 -2.634 1.027
H 9.447 -3.540 -0.302
H 8.503 -2.388 0.519
C -0.549 6.392 -0.317
O -0.538 5.155 -0.475
N 0.540 7.057 -0.070
N -1.603 7.122 -0.390
H 1.417 6.556 -0.085
H 0.655 8.057 -0.156
H -1.593 8.091 -0.105
H -2.498 6.715 -0.624
C -2.140 -3.348 -0.024
O -1.858 -2.246 0.410
N -2.225 -4.374 0.769
N -2.390 -3.551 -1.259
H -2.319 -5.335 0.476
H -1.968 -4.117 1.712
H -2.469 -2.763 -1.886
H -2.643 -4.487 -1.544
C -4.266 5.162 -1.072
O -3.180 4.540 -1.316
N -5.351 4.706 -0.419
N -4.466 6.379 -1.561
H -5.207 3.894 0.164
H -6.162 5.272 -0.622
H -3.797 6.790 -2.197
H -5.176 7.000 -1.201
C 3.382 -6.253 -2.777
O 3.609 -5.689 -1.741
N 2.725 -5.756 -3.835
N 3.787 -7.427 -3.006
H 2.629 -6.421 -4.589
H 2.343 -4.834 -3.994
H 3.290 -7.969 -3.698
H 4.076 -8.039 -2.256
C 4.906 -0.722 3.316
O 5.563 -0.346 4.245
N 5.390 -0.797 2.116
N 3.694 -1.198 3.328
H 4.830 -1.316 1.455
H 6.331 -0.483 1.927
H 3.191 -1.229 2.453
H 3.200 -1.239 4.208
C -3.959 1.190 -1.417
O -2.888 1.724 -1.495
N -4.994 1.667 -1.915
N -4.094 -0.004 -0.842
H -5.782 1.072 -1.703
H -5.157 2.515 -2.440
H -4.963 -0.495 -0.995
H -3.241 -0.463 -0.557
C 3.301 3.037 2.425
O 3.741 3.610 3.351
N 4.050 2.210 1.745
N 2.175 3.234 1.878
H 5.049 2.336 1.666
H 3.545 1.578 1.140
H 1.617 3.954 2.314
H 1.709 2.698 1.159
C -5.413 -1.628 2.177
O -6.108 -2.609 1.814
N -4.106 -1.510 1.974
N -5.811 -0.805 3.089
H -3.661 -0.729 2.434
H -3.666 -2.078 1.265
H -6.786 -0.779 3.351
H -5.196 -0.071 3.411
C 2.681 5.138 -2.124
O 3.065 6.022 -2.881
N 1.995 4.101 -2.573
N 3.078 5.052 -0.860
H 1.786 4.306 -3.540
H 1.753 3.258 -2.071
H 2.732 4.254 -0.346
H 3.970 5.436 -0.583
C -0.675 3.419 -4.214
O -0.964 3.709 -3.065
N -0.972 4.239 -5.183
N -0.181 2.306 -4.695
H -0.578 4.083 -6.100
H -1.391 5.139 -4.994
H -0.083 1.532 -4.054
H 0.149 2.351 -5.648
C -3.378 1.352 4.716
O -2.909 0.361 4.410
N -4.573 1.749 4.752
N -2.637 2.327 5.113
H -5.221 0.975 4.799
H -4.873 2.681 4.998
H -3.047 3.180 5.467
H -1.657 2.253 4.880
C -6.987 2.743 1.829
O -7.069 3.642 2.618
N -5.989 1.921 1.642
N -7.973 2.328 1.097
H -6.077 1.035 1.166
H -5.269 2.068 2.335
H -8.895 2.676 1.317
H -7.875 1.524 0.493
C -0.308 -5.240 3.782
O -1.078 -4.351 3.461
N -0.338 -6.464 3.301
N 0.570 -5.178 4.772
H 0.284 -7.133 3.732
H -1.076 -6.700 2.653
H 0.998 -4.358 5.178
H 0.969 -6.102 4.850
C 1.112 -7.316 0.186
O 0.499 -8.268 0.749
N 2.396 -7.127 0.278
N 0.512 -6.515 -0.721
H 2.885 -6.497 -0.341
H 2.792 -7.707 1.004
H 1.004 -5.735 -1.133
H -0.431 -6.836 -0.891
C 4.666 -2.339 -3.398
O 4.697 -1.146 -3.848
N 5.378 -3.305 -3.820
N 3.810 -2.783 -2.538
H 6.138 -3.046 -4.433
H 5.394 -4.116 -3.219
H 3.681 -3.741 -2.247
H 3.117 -2.091 -2.288
C -2.037 -2.387 6.056
O -1.980 -1.409 6.683
N -1.683 -3.579 6.595
N -2.333 -2.383 4.787
H -1.500 -4.384 6.013
H -1.762 -3.678 7.597
H -1.846 -3.100 4.270
H -2.505 -1.414 4.557
C -5.188 3.441 -4.780
O -5.732 2.368 -4.521
N -4.026 3.719 -4.303
N -5.559 4.367 -5.601
H -3.515 4.397 -4.849
H -3.490 3.020 -3.808
H -6.364 4.188 -6.184
H -4.793 4.912 -5.968
C 6.145 2.008 -1.582
O 7.195 2.635 -1.402
N 5.009 2.450 -2.067
N 5.948 0.719 -1.441
H 4.186 1.865 -2.081
H 4.910 3.436 -2.262
H 5.049 0.261 -1.400
H 6.741 0.195 -1.102
*
```

Löwdin atomic charge list, values in e, 8 entries: number 1, V, carries 0.907; number 2, C, carries -0.085; number 3, C, carries -0.612; number 4, C, carries -0.033; number 5, O, carries -0.316; number 6, H, carries 0.064; number 7, H, carries 0.057; number 8, H, carries 0.063

---

Q: Which molar mass values were calculated for the entries above? A: 886.07, 973.35, 1551.38, in g/mol.
Q: Which max |F| values were calculated for the entries above? A: 7.649, 2.947, 10.094, in eV Å⁻¹.